{
  "formula": "C23H44HoN6S6",
  "method": "ωB97M-V/def2-TZVPD",
  "symbols": ["Ho", "C", "C", "S", "C", "C", "S", "C", "C", "S", "C", "C", "S", "H", "H", "H", "H", "H", "H", "H", "H", "H", "H", "H", "H", "H", "H", "H", "H", "C", "N", "C", "C", "C", "N", "C", "C", "H", "H", "H", "H", "H", "H", "H", "H", "H", "H", "H", "H", "H", "H", "H", "H", "C", "C", "C", "N", "N", "C", "N", "S", "H", "H", "H", "H", "H", "H", "H", "S", "C", "N", "C", "C", "C", "C", "H", "H", "H", "H", "H"],
  "xyz": [[0.26, -0.10, 0.14], [4.28, -0.38, 0.50], [3.86, -1.34, 1.60], [2.22, -2.11, 1.50], [2.51, -3.52, 0.38], [1.79, -3.38, -0.96], [2.23, -1.77, -1.60], [1.54, -1.66, -3.26], [1.68, -0.21, -3.71], [0.99, 1.04, -2.58], [2.43, 2.09, -2.23], [3.57, 1.40, -1.50], [3.10, 0.97, 0.20], [4.42, -0.91, -0.44], [5.23, 0.07, 0.78], [3.88, -0.85, 2.57], [4.58, -2.15, 1.66], [2.17, -4.41, 0.90], [3.58, -3.59, 0.25], [0.72, -3.43, -0.83], [2.11, -4.18, -1.64], [0.50, -1.97, -3.25], [2.09, -2.31, -3.94], [1.18, -0.08, -4.67], [2.73, 0.05, -3.86], [2.02, 2.92, -1.66], [2.79, 2.50, -3.17], [4.43, 2.06, -1.45], [3.87, 0.48, -2.00], [1.93, 0.60, 3.36], [0.69, 0.88, 2.62], [0.63, 2.36, 2.51], [-0.42, 0.41, 3.49], [-1.70, 0.15, 2.75], [-1.57, -0.89, 1.70], [-1.23, -2.20, 2.29], [-2.91, -1.01, 1.08], [1.88, 1.07, 4.35], [2.79, 1.03, 2.84], [2.06, -0.47, 3.51], [0.75, 2.80, 3.51], [-0.32, 2.67, 2.09], [1.43, 2.72, 1.87], [-0.60, 1.14, 4.28], [-0.09, -0.50, 3.99], [-2.05, 1.05, 2.25], [-2.46, -0.15, 3.47], [-1.97, -2.49, 3.04], [-0.25, -2.19, 2.75], [-1.23, -2.95, 1.50], [-3.65, -1.25, 1.85], [-2.91, -1.81, 0.34], [-3.19, -0.07, 0.60], [-1.64, -4.58, -3.75], [-1.65, -4.12, -2.29], [-1.82, -2.64, -2.14], [-1.11, -1.84, -1.42], [-1.54, -0.53, -1.44], [-2.57, -0.34, -2.24], [-3.19, 0.83, -2.42], [-3.08, -1.80, -3.00], [-1.39, -5.64, -3.80], [-0.90, -4.03, -4.34], [-2.62, -4.46, -4.22], [-0.73, -4.40, -1.78], [-2.47, -4.60, -1.76], [-2.78, 1.65, -2.00], [-3.93, 0.92, -3.09], [-1.19, 2.49, -0.40], [-1.98, 3.82, 0.40], [-2.07, 4.96, -0.34], [-2.66, 6.10, 0.07], [-3.22, 6.17, 1.31], [-3.16, 5.04, 2.11], [-2.55, 3.88, 1.67], [-1.64, 4.94, -1.25], [-2.65, 6.92, -0.64], [-3.70, 7.08, 1.64], [-3.61, 5.05, 3.10], [-2.53, 3.00, 2.29]],
  "lowdin_charge": [1.2313, -0.4778, -0.4744, 0.8511, -0.4605, -0.4864, 0.8648, -0.4643, -0.4632, 0.7924, -0.4973, -0.4889, 0.8372, 0.0471, 0.1087, 0.0627, 0.1054, 0.0975, 0.0949, 0.0346, 0.1124, 0.0579, 0.1071, 0.0953, 0.0906, 0.0778, 0.1043, 0.1070, 0.0608, -0.1102, -0.3143, -0.1001, -0.1797, -0.1919, -0.3497, -0.0726, -0.0722, 0.1195, 0.0625, 0.0548, 0.1140, 0.0093, 0.0765, 0.1476, 0.1236, 0.0824, 0.1497, 0.1181, 0.0439, 0.0938, 0.1147, 0.0777, 0.0837, -0.0783, -0.2164, -0.5784, -0.0773, -0.1947, -0.6823, 0.1411, 1.2170, 0.0936, 0.0798, 0.0797, 0.0955, 0.1321, 0.0210, 0.1246, 0.6023, -0.6441, 0.0662, -0.0078, -0.0037, 0.0123, -0.0608, 0.1517, 0.1518, 0.1347, 0.1363, 0.0943],
  "orbital_gap_ev": [8.6, 8.7],
  "e_homo_ev": [-16.325, -16.331],
  "total_charge": 3,
  "multiplicity": 5
}



{
  "formula": "C23H44N2O27PS6",
  "method": "ωB97M-V/def2-TZVPD",
  "symbols": ["C", "C", "O", "P", "O", "C", "C", "C", "C", "C", "N", "C", "C", "N", "O", "C", "C", "H", "H", "H", "H", "H", "H", "H", "H", "H", "H", "H", "H", "H", "H", "H", "H", "H", "H", "H", "H", "C", "C", "O", "S", "O", "O", "O", "H", "H", "H", "H", "C", "C", "O", "S", "O", "O", "O", "H", "H", "H", "H", "C", "C", "O", "S", "O", "O", "O", "H", "H", "H", "H", "C", "C", "O", "S", "O", "O", "O", "H", "H", "H", "H", "C", "C", "O", "S", "O", "O", "O", "H", "H", "H", "H", "C", "C", "O", "S", "O", "O", "O", "H", "H", "H", "H"],
  "xyz": [[0.76, -4.16, -3.00], [1.48, -3.46, -4.25], [1.28, -2.02, -4.34], [2.26, -1.15, -3.26], [2.86, -1.99, -2.12], [1.13, 0.22, -2.53], [-0.23, -0.51, -2.04], [-1.58, 0.05, -2.69], [-1.72, 1.22, -3.69], [-3.12, 1.65, -4.22], [-4.32, 0.99, -3.77], [-4.29, -0.13, -2.84], [-2.93, -0.69, -2.26], [-2.96, -1.84, -1.34], [3.53, -0.28, -4.05], [4.32, 0.45, -3.07], [4.35, 2.04, -3.29], [0.62, -5.28, -3.25], [1.48, -4.16, -2.09], [-0.27, -3.74, -2.74], [0.98, -3.91, -5.20], [2.59, -3.72, -4.34], [1.66, 0.64, -1.61], [0.99, 1.07, -3.28], [-0.15, -1.65, -2.18], [-0.31, -0.34, -0.90], [-0.80, 1.77, -4.07], [-3.20, 2.52, -4.96], [-5.25, 1.29, -4.10], [-5.27, -0.62, -2.53], [-2.10, -2.42, -1.40], [-3.73, -2.46, -1.71], [5.41, 0.09, -3.15], [4.00, 0.27, -1.98], [4.46, 2.37, -4.38], [3.40, 2.55, -2.84], [5.23, 2.50, -2.69], [-2.84, -0.11, 2.06], [-1.96, -0.62, 3.19], [-0.72, 0.07, 3.05], [-1.01, 1.55, 2.44], [-1.05, 2.49, 3.53], [-0.18, 1.73, 1.28], [-2.54, 1.28, 1.95], [-2.58, -0.59, 1.11], [-3.90, -0.25, 2.26], [-1.81, -1.70, 3.14], [-2.38, -0.36, 4.17], [-7.53, -2.34, -4.49], [-6.60, -3.06, -5.46], [-5.70, -3.79, -4.63], [-6.47, -4.25, -3.28], [-6.92, -5.60, -3.45], [-5.70, -3.81, -2.16], [-7.76, -3.27, -3.43], [-7.06, -1.45, -4.08], [-8.48, -2.06, -4.96], [-6.06, -2.37, -6.11], [-7.15, -3.78, -6.08], [2.86, -1.27, 6.28], [3.25, 0.12, 6.77], [2.33, 1.01, 6.13], [0.91, 0.25, 5.94], [0.04, 0.63, 7.02], [0.52, 0.35, 4.56], [1.44, -1.26, 6.22], [3.25, -1.45, 5.27], [3.22, -2.05, 6.95], [4.28, 0.38, 6.51], [3.11, 0.21, 7.85], [0.09, 7.21, 4.18], [0.04, 6.54, 5.55], [0.01, 5.14, 5.28], [0.85, 4.84, 3.93], [2.17, 4.42, 4.30], [0.01, 4.08, 3.03], [0.93, 6.37, 3.38], [-0.90, 7.23, 3.71], [0.49, 8.22, 4.22], [-0.84, 6.85, 6.12], [0.94, 6.76, 6.12], [4.07, 4.48, 0.70], [4.39, 5.89, 0.22], [5.77, 5.85, -0.15], [6.13, 4.37, -0.71], [6.06, 4.41, -2.14], [7.26, 3.87, 0.01], [4.80, 3.61, -0.17], [4.43, 4.32, 1.72], [3.01, 4.26, 0.65], [4.22, 6.64, 0.99], [3.81, 6.14, -0.67], [1.00, -5.70, 1.99], [1.03, -6.46, 0.67], [-0.33, -6.51, 0.25], [-1.10, -5.17, 0.74], [-1.12, -4.24, -0.35], [-2.28, -5.56, 1.46], [0.02, -4.68, 1.81], [0.67, -6.34, 2.81], [1.97, -5.26, 2.23], [1.44, -7.46, 0.78], [1.60, -5.92, -0.09]],
  "lowdin_charge": [-0.1043, -0.2689, -0.2624, 0.7238, -0.3190, -0.1781, -0.1629, -0.0266, 0.0541, -0.0003, 0.0262, 0.0542, -0.1011, 0.1046, -0.2607, -0.2949, -0.0847, 0.0978, 0.0767, 0.0566, 0.1321, 0.1326, 0.1091, 0.0831, 0.0959, 0.1389, 0.1064, 0.1371, 0.1588, 0.1271, 0.0598, 0.0833, 0.1357, 0.1091, 0.0888, 0.0782, 0.0560, -0.1737, -0.1500, -0.2809, 0.6785, -0.2485, -0.2381, -0.1919, 0.1041, 0.1360, 0.1388, 0.1408, -0.1727, -0.1681, -0.1945, 0.6554, -0.1995, -0.2428, -0.1825, 0.1071, 0.1418, 0.1361, 0.1393, -0.1719, -0.1708, -0.1851, 0.6943, -0.2149, -0.2335, -0.1897, 0.1319, 0.1360, 0.1381, 0.1346, -0.1737, -0.1679, -0.1777, 0.6697, -0.2276, -0.2650, -0.2008, 0.1325, 0.1357, 0.1381, 0.1344, -0.1658, -0.1661, -0.1851, 0.6491, -0.2447, -0.2161, -0.2043, 0.1362, 0.1378, 0.1379, 0.1327, -0.1615, -0.1637, -0.1836, 0.6510, -0.2587, -0.2111, -0.1910, 0.1366, 0.1402, 0.1415, 0.1255],
  "orbital_gap_ev": 7.4,
  "e_homo_ev": -11.569,
  "total_charge": 1,
  "multiplicity": 1
}



Q: Which relative energy (zero: lowest compared OMol25 entry of this formula, charge and spin) values were calculated for the entries above? A: 0.00 787.95, in kJ/mol.